Entry from OMol25: a molecular structure, F2H6HfO3Pb in a non-equilibrium geometry (ωB97M-V with the def2-TZVPD basis set).

Calculated values
Kohn-Sham gap: 2.05 eV
Relative energy (zero: lowest compared OMol25 entry of this formula, charge and spin): 7.462 eV
Largest force on an atom: 1.05 eV/Å

Structure (ORCA input):
```
! wB97M-V def2-TZVPD RIJCOSX def2/J DEFGRID3
* xyz 4 1
Pb 14.42 -19.37 4.16
Hf 17.93 -12.38 2.83
F 15.51 -15.22 3.69
F 17.43 -12.00 6.72
O 14.18 -18.19 0.08
H 14.86 -17.95 -0.54
H 13.61 -17.42 0.12
O 12.65 -17.33 7.44
H 12.67 -16.38 7.56
H 12.21 -17.66 8.22
O 14.12 -10.49 3.01
H 13.41 -10.62 2.38
H 13.77 -9.87 3.65
*
```

Results of the Mulliken charge analysis, in e, for atoms 1 through 8: atom 1 (Pb): 1.9546, atom 2 (Hf): 2.0585, atom 3 (F): -0.4569, atom 4 (F): -0.0459, atom 5 (O): -0.6189, atom 6 (H): 0.3487, atom 7 (H): 0.3497, atom 8 (O): -0.5632


Entry from OMol25: 2 unconnected molecules or ions with the total composition C32H35N5O3S in a non-equilibrium geometry (ωB97M-V with the def2-TZVPD basis set).

Calculated values
Kohn-Sham gap: 4.86 eV
Relative energy (zero: lowest compared OMol25 entry of this formula, charge and spin): 4.716 eV
Largest force on an atom: 4.22 eV/Å

Structure (ORCA input):
```
! wB97M-V def2-TZVPD RIJCOSX def2/J DEFGRID3
* xyz 0 1
C -6.09 0.44 3.09
N -5.03 0.71 4.04
C -5.26 1.90 4.84
C -3.73 0.25 3.74
C -3.02 0.73 2.63
C -1.76 0.23 2.32
C -1.19 -0.79 3.10
C 0.18 -1.26 2.95
C 1.30 -0.53 3.27
C 2.55 -1.18 3.67
O 2.64 -2.35 4.05
N 3.72 -0.38 3.64
C 4.97 -1.10 3.87
C 3.71 1.01 3.70
S 5.08 1.97 3.90
N 2.44 1.57 3.67
C 2.36 3.01 3.95
C 1.24 0.83 3.82
O 0.27 1.33 4.39
C -1.95 -1.32 4.17
C -3.15 -0.75 4.54
H -5.90 -0.49 2.55
H -7.03 0.35 3.65
H -6.20 1.27 2.37
H -4.42 2.04 5.53
H -5.38 2.79 4.20
H -6.19 1.76 5.41
H -3.49 1.52 2.03
H -1.19 0.63 1.48
H 0.35 -2.31 2.79
H 5.75 -0.35 3.97
H 4.90 -1.72 4.77
H 5.18 -1.76 3.02
H 1.31 3.27 4.02
H 2.88 3.25 4.88
H 2.86 3.55 3.14
H -1.51 -2.15 4.72
H -3.68 -1.09 5.43
C 0.14 -0.73 -1.01
O -0.78 -1.86 -0.90
C -0.40 -3.10 -0.56
C 0.97 -3.41 -0.18
C 1.23 -3.67 1.18
C 2.52 -3.95 1.60
C 3.57 -3.99 0.68
C 3.30 -3.82 -0.68
C 2.01 -3.52 -1.12
C -1.33 -4.12 -0.82
N -1.30 -5.43 -0.42
C -0.18 -6.16 0.14
C -2.54 -6.02 -0.66
C -3.28 -5.10 -1.38
C -4.59 -5.36 -1.76
C -5.17 -6.55 -1.30
C -4.42 -7.49 -0.56
C -3.07 -7.25 -0.27
N -2.49 -3.98 -1.55
C -2.82 -2.91 -2.46
H -0.06 -0.30 -1.99
H -0.14 -0.02 -0.21
H 1.19 -1.04 -0.93
H 0.37 -3.70 1.86
H 2.71 -4.14 2.66
H 4.59 -4.20 1.02
H 4.10 -3.93 -1.42
H 1.75 -3.41 -2.17
H -0.47 -7.22 0.19
H 0.72 -6.08 -0.49
H 0.05 -5.80 1.14
H -5.12 -4.64 -2.38
H -6.21 -6.78 -1.53
H -4.89 -8.41 -0.24
H -2.43 -7.97 0.25
H -3.78 -3.17 -2.91
H -2.90 -1.96 -1.92
H -2.08 -2.81 -3.27
*
```

Results of the Mulliken charge analysis, in e, for atoms 1 through 8: atom 1 (C): -0.9977, atom 2 (N): 0.1320, atom 3 (C): -0.9402, atom 4 (C): 0.1185, atom 5 (C): -0.4861, atom 6 (C): -0.1356, atom 7 (C): -0.2838, atom 8 (C): -0.1846


Entry from OMol25: 14 unconnected molecules or ions with the total composition C5H40N2O14 in a non-equilibrium geometry (ωB97M-V with the def2-TZVPD basis set).

Calculated values
Kohn-Sham gap: 8.94 eV
Relative energy (zero: lowest compared OMol25 entry of this formula, charge and spin): 3.757 eV
Largest force on an atom: 3.16 eV/Å

Structure (ORCA input):
```
! wB97M-V def2-TZVPD RIJCOSX def2/J DEFGRID3
* xyz 0 1
C 1.47 1.18 -3.40
N 2.37 2.12 -2.82
C 3.37 1.55 -1.95
O 2.86 0.89 -0.77
C 0.06 1.66 -3.46
C -0.59 1.87 -2.05
C -1.40 3.20 -2.08
N -2.45 3.12 -1.07
H 1.82 0.89 -4.41
H 1.51 0.14 -3.07
H 1.97 2.93 -2.40
H 4.04 2.32 -1.53
H 3.97 0.83 -2.50
H 2.51 1.67 -0.27
H -0.05 2.55 -4.10
H -0.72 1.12 -4.02
H 0.09 1.97 -1.21
H -1.31 1.07 -1.89
H -1.80 3.21 -3.10
H -0.80 4.12 -2.09
H -2.89 3.99 -0.78
H -1.98 2.88 -0.18
H -2.21 -2.50 2.76
H -1.18 -3.23 3.33
O -1.81 -2.61 3.64
H 3.76 -0.71 0.43
H 3.99 -1.01 1.93
O 4.21 -1.36 1.04
H 0.44 1.84 2.85
H 1.32 2.21 4.01
O 1.38 2.03 3.06
H -0.64 -1.05 2.15
H 0.92 -0.98 2.15
O 0.17 -0.91 1.58
H -1.69 1.03 2.79
H -1.06 0.98 1.34
O -1.09 1.50 2.16
H -2.43 -0.90 -2.58
H -3.16 -0.97 -1.28
O -2.62 -1.50 -1.87
H 1.84 2.91 1.22
H 2.93 3.64 0.37
O 2.12 3.15 0.31
H 1.09 -1.34 -1.32
H 0.80 -1.77 0.10
O 1.09 -2.09 -0.77
H -3.54 -3.29 1.24
H -2.58 -4.18 0.50
O -2.89 -3.99 1.43
H 2.61 -3.93 -0.13
H 3.45 -2.98 0.70
O 3.01 -3.88 0.73
H -2.29 -1.00 4.01
H -3.36 0.21 4.00
O -2.48 -0.08 3.80
H -3.93 0.85 -0.47
H -2.98 0.09 0.55
O -3.88 0.09 0.14
H -0.78 -3.66 -0.60
H -1.94 -2.97 -1.36
O -1.62 -3.83 -1.01
*
```

Results of the Mulliken charge analysis, in e, for atoms 1 through 8: atom 1 (C): -0.3830, atom 2 (N): -0.1849, atom 3 (C): -0.8570, atom 4 (O): -0.3258, atom 5 (C): -1.2189, atom 6 (C): 1.2127, atom 7 (C): -0.9479, atom 8 (N): -0.4559


Entry from OMol25: a molecular structure, C12H9FO3Yb in a non-equilibrium geometry (ωB97M-V with the def2-TZVPD basis set).

Calculated values
Kohn-Sham gap: 5.46 eV
Relative energy (zero: lowest compared OMol25 entry of this formula, charge and spin): 13.209 eV
Largest force on an atom: 10.30 eV/Å

Structure (ORCA input):
```
! wB97M-V def2-TZVPD RIJCOSX def2/J DEFGRID3
* xyz 2 1
C 1.01 -2.38 0.45
C 1.37 -0.79 0.09
C 2.69 -0.18 0.91
C 3.16 1.37 0.64
C 2.29 2.31 -0.41
C 0.94 1.71 -1.21
C 0.47 0.13 -0.97
C -0.87 -0.51 -1.75
C -2.13 -0.26 -0.72
C -2.60 -1.19 0.34
F -2.15 -2.54 0.76
C -3.86 -0.62 1.24
O -4.61 -1.24 2.15
O -3.88 0.79 0.75
C -3.18 0.99 -0.56
O -3.31 1.99 -1.44
H 0.31 -2.75 -0.42
H 1.98 -3.01 0.61
H 0.38 -2.36 1.46
H 3.28 -0.86 1.69
H 4.11 1.75 1.23
H 2.66 3.42 -0.54
H 0.35 2.44 -1.94
H -0.99 0.13 -2.75
H -0.69 -1.64 -2.03
Yb 3.29 3.29 2.42
*
```

Results of the Mulliken charge analysis, in e, for atoms 1 through 8: atom 1 (C): -1.0382, atom 2 (C): 0.4332, atom 3 (C): -0.4510, atom 4 (C): -0.4857, atom 5 (C): -0.5702, atom 6 (C): -0.4197, atom 7 (C): 0.3192, atom 8 (C): -0.7381


Entry from OMol25: a molecular structure, C31H62HoP2Si2 in a non-equilibrium geometry (ωB97M-V with the def2-TZVPD basis set).

Calculated values
Kohn-Sham gap (spin up / spin down): 6.13 / 6.05 eV
Largest force on an atom: 2.97 eV/Å

Structure (ORCA input):
```
! wB97M-V def2-TZVPD RIJCOSX def2/J DEFGRID3
* xyz 1 5
Ho 0.11 0.29 -0.10
C 0.75 0.01 2.31
C 1.85 0.60 1.61
C 0.05 2.09 1.54
C -0.36 0.93 2.25
C 1.42 1.89 1.14
C 0.73 -1.29 3.01
H 1.57 -1.94 2.72
H -0.21 -1.83 2.77
H 0.77 -1.18 4.11
C -1.72 0.68 2.80
H -1.93 -0.39 2.84
H -2.51 1.15 2.19
H -1.80 1.07 3.82
C -0.83 3.25 1.20
H -0.88 3.94 2.06
H -1.86 2.92 1.00
H -0.46 3.81 0.34
C 2.19 2.80 0.25
H 2.74 3.54 0.86
H 1.53 3.36 -0.43
H 2.94 2.27 -0.36
C 3.18 -0.02 1.36
H 3.96 0.39 2.02
H 3.50 0.15 0.33
H 3.14 -1.10 1.54
C -0.90 -1.87 -1.02
C 0.20 -2.22 -0.27
C 1.53 -2.57 -0.87
C 2.03 -1.69 -2.05
C 1.65 -0.23 -2.04
C 0.52 0.33 -2.60
C -0.61 -0.46 -3.19
C -0.94 -1.83 -2.52
H 1.55 -3.62 -1.22
H 1.75 -2.17 -3.00
H 2.28 -2.55 -0.06
H -0.28 -2.59 -2.97
H -1.88 -1.89 -0.55
H 0.04 -2.59 0.74
H -1.95 -2.12 -2.87
H -1.52 0.16 -3.17
H 0.49 1.41 -2.79
H -0.44 -0.68 -4.26
H 3.13 -1.73 -2.01
H 2.51 0.42 -1.82
P -1.20 -0.71 -7.27
P -0.87 1.95 -8.73
C -1.21 -0.81 -9.14
C -1.58 0.55 -9.75
H -1.95 -1.58 -9.43
H -0.22 -1.15 -9.47
H -1.20 0.65 -10.78
H -2.67 0.69 -9.76
C -1.67 3.32 -9.65
H -1.22 4.26 -9.32
H -2.74 3.33 -9.42
H -1.52 3.19 -10.73
C 0.78 2.04 -9.55
H 0.67 2.04 -10.64
H 1.41 1.19 -9.24
H 1.26 2.97 -9.23
C -2.66 -1.78 -6.93
H -2.70 -1.99 -5.85
H -2.58 -2.73 -7.49
H -3.57 -1.25 -7.23
C 0.15 -1.92 -6.94
H 1.10 -1.47 -7.24
H -0.02 -2.84 -7.51
H 0.17 -2.14 -5.87
C -1.80 -4.45 4.66
Si -2.74 -2.97 3.95
C -4.61 -3.06 4.10
C -2.22 -1.57 5.11
C -2.28 -2.91 2.14
Si -2.34 -4.55 1.19
C -3.76 -5.66 1.77
C -2.63 -4.51 -0.68
C -0.62 -5.31 1.38
H -2.07 -4.55 5.72
H -0.72 -4.25 4.60
H -2.00 -5.40 4.15
H -4.88 -3.35 5.12
H -5.05 -2.07 3.90
H -5.06 -3.78 3.40
H -1.15 -1.33 5.05
H -2.79 -0.65 4.97
H -2.41 -1.91 6.14
H -2.58 -2.02 1.57
H -4.73 -5.19 1.52
H -3.71 -6.60 1.22
H -3.77 -5.89 2.84
H -1.70 -4.37 -1.25
H -3.04 -5.48 -0.99
H -3.34 -3.74 -0.98
H 0.10 -4.80 0.73
H -0.25 -5.25 2.41
H -0.65 -6.37 1.09
*
```

Results of the Mulliken charge analysis, in e, for atoms 1 through 8: atom 1 (Ho): 0.3434, atom 2 (C): 0.4868, atom 3 (C): -0.0407, atom 4 (C): 0.2610, atom 5 (C): 0.3341, atom 6 (C): 0.6096, atom 7 (C): -0.4971, atom 8 (H): 0.3403


Entry from OMol25: a molecular structure, C53H46F3N2O3ReS2Sb in a non-equilibrium geometry (ωB97M-V with the def2-TZVPD basis set).

Calculated values
Kohn-Sham gap (spin up / spin down): 7.27 / 6.66 eV
Relative energy (zero: lowest compared OMol25 entry of this formula, charge and spin): 0.000 eV
Largest force on an atom: 1.43 eV/Å

Structure (ORCA input):
```
! wB97M-V def2-TZVPD RIJCOSX def2/J DEFGRID3
* xyz 2 4
Re -0.12 0.42 0.04
O 3.16 -0.49 1.89
S 2.37 0.59 1.42
O 0.98 0.74 1.98
N 1.90 0.49 -0.12
C 2.48 -0.23 -1.19
C 3.79 -0.54 -1.37
C 4.19 -1.20 -2.56
C 3.29 -1.51 -3.54
C 1.91 -1.19 -3.36
C 0.90 -1.45 -4.32
C -0.40 -1.10 -4.06
C -0.72 -0.52 -2.83
N 0.20 -0.29 -1.91
C 1.53 -0.58 -2.17
C 3.19 2.10 1.65
C 3.29 2.55 2.96
C 3.93 3.76 3.19
C 4.44 4.49 2.13
C 4.32 4.03 0.82
C 3.68 2.82 0.57
H 4.53 -0.28 -0.63
H 5.23 -1.44 -2.70
H 3.60 -1.99 -4.46
H 1.17 -1.91 -5.26
H -1.18 -1.27 -4.78
H -1.73 -0.24 -2.58
H 2.90 1.97 3.78
H 4.03 4.13 4.20
H 4.93 5.43 2.31
H 4.72 4.61 0.01
H 3.57 2.46 -0.44
C -4.63 -1.74 3.03
C -3.31 -1.62 3.75
C -3.15 -2.41 4.90
C -2.02 -2.33 5.69
C -0.99 -1.47 5.34
C -1.12 -0.69 4.20
C -2.27 -0.76 3.41
Sb -2.23 0.66 1.86
C -4.01 0.86 0.77
C -4.76 2.02 0.89
C -5.90 2.20 0.11
C -6.28 1.22 -0.79
C -5.52 0.07 -0.92
C -4.38 -0.13 -0.15
C -3.59 -1.41 -0.31
C -2.09 2.46 2.92
C -1.08 3.36 2.59
C -0.98 4.57 3.26
C -1.88 4.87 4.27
C -2.88 3.96 4.60
C -3.00 2.74 3.95
C -4.10 1.80 4.39
H -5.45 -1.56 3.72
H -4.76 -2.74 2.62
H -4.74 -1.03 2.21
H -3.96 -3.07 5.19
H -1.94 -2.94 6.57
H -0.10 -1.39 5.95
H -0.32 0.00 3.95
H -4.47 2.80 1.59
H -6.49 3.10 0.22
H -7.17 1.35 -1.38
H -5.82 -0.70 -1.62
H -4.07 -2.08 -1.01
H -3.47 -1.94 0.64
H -2.57 -1.22 -0.68
H -0.37 3.14 1.80
H -0.20 5.27 3.00
H -1.82 5.81 4.80
H -3.58 4.21 5.39
H -4.88 2.36 4.91
H -3.71 1.04 5.07
H -4.58 1.29 3.55
C 0.97 -6.57 5.06
C 0.96 -5.62 3.90
C 2.04 -5.55 3.03
C 2.04 -4.65 1.98
C 0.93 -3.83 1.80
C -0.16 -3.87 2.65
C -0.13 -4.77 3.70
S 0.94 -2.80 0.38
C 0.01 -3.78 -0.76
O -0.03 -1.63 0.70
H 1.65 -7.40 4.89
H -0.02 -6.97 5.26
H 1.30 -6.06 5.97
H 2.89 -6.19 3.18
H 2.89 -4.59 1.31
H -1.00 -3.20 2.52
H -0.97 -4.82 4.38
H -0.94 -4.03 -0.31
H 0.59 -4.67 -0.98
H -0.11 -3.19 -1.67
F -4.47 7.50 -4.26
C -3.65 7.83 -3.24
F -2.79 8.74 -3.70
F -4.40 8.42 -2.30
C -2.96 6.61 -2.69
C -1.58 6.53 -2.65
C -0.97 5.40 -2.13
C -1.76 4.35 -1.66
C -3.15 4.43 -1.70
C -3.75 5.56 -2.22
C -1.15 3.18 -1.11
C -0.71 2.13 -0.65
H -0.98 7.35 -3.02
H 0.11 5.32 -2.09
H -3.75 3.61 -1.33
H -4.83 5.64 -2.26
*
```

Results of the Mulliken charge analysis, in e, for atoms 1 through 8: atom 1 (Re): 1.5012, atom 2 (O): -0.6469, atom 3 (S): 0.8150, atom 4 (O): -0.0215, atom 5 (N): 0.3662, atom 6 (C): 0.5420, atom 7 (C): -0.4545, atom 8 (C): -1.0920


Entry from OMol25: 9 unconnected molecules or ions with the total composition C18H39F3N11O18 in a non-equilibrium geometry (ωB97M-V with the def2-TZVPD basis set).

Calculated values
Kohn-Sham gap: 8.15 eV
Relative energy (zero: lowest compared OMol25 entry of this formula, charge and spin): 0.000 eV
Largest force on an atom: 1.53 eV/Å

Structure (ORCA input):
```
! wB97M-V def2-TZVPD RIJCOSX def2/J DEFGRID3
* xyz 1 1
C 1.21 2.92 0.43
C 0.11 2.08 -0.15
N -1.01 2.02 0.46
C 0.42 1.45 -1.50
C -0.28 0.12 -1.86
C -1.75 0.35 -2.35
C -2.56 -0.49 -1.44
N -1.85 -1.14 -0.59
C -0.38 -1.01 -0.79
C 0.09 -2.37 -1.36
C 1.58 -2.34 -1.74
C 1.88 -3.08 -3.03
F 1.04 -2.72 -4.02
F 1.77 -4.40 -2.88
F 3.12 -2.80 -3.44
O 0.35 -0.73 0.38
N -0.19 -1.43 1.58
O -0.71 -0.69 2.28
H 2.12 2.34 0.60
H 1.47 3.69 -0.32
H 0.87 3.44 1.32
H -1.69 1.46 -0.05
H 0.10 2.18 -2.25
H 1.50 1.34 -1.62
H 0.27 -0.27 -2.72
H -2.04 1.40 -2.26
H -1.89 0.00 -3.37
H -3.64 -0.58 -1.46
H -2.31 -1.75 0.10
H -0.53 -2.62 -2.22
H -0.07 -3.15 -0.61
H 2.17 -2.84 -0.96
H 1.97 -1.32 -1.83
C -2.81 -3.08 3.50
N -3.79 -2.96 2.39
O -4.86 -3.49 2.50
O -3.46 -2.31 1.40
H -3.26 -3.68 4.28
H -1.92 -3.56 3.10
H -2.58 -2.08 3.84
C -1.03 7.16 1.38
N -0.12 6.15 0.80
O -0.42 5.64 -0.26
O 0.89 5.86 1.43
H -1.87 7.28 0.70
H -1.33 6.78 2.35
H -0.47 8.08 1.49
C -5.31 3.28 0.47
N -4.18 3.94 -0.24
O -4.10 5.14 -0.17
O -3.40 3.23 -0.84
H -5.90 4.05 0.95
H -5.88 2.74 -0.28
H -4.88 2.60 1.19
C 1.05 4.70 4.78
N 0.13 5.84 5.01
O 0.35 6.58 5.94
O -0.78 5.97 4.21
H 1.81 4.71 5.55
H 0.45 3.79 4.82
H 1.48 4.83 3.79
C -7.40 -5.61 2.93
N -7.88 -5.64 4.34
O -9.00 -5.23 4.56
O -7.12 -6.09 5.16
H -8.17 -5.18 2.31
H -6.50 -4.99 2.93
H -7.16 -6.63 2.64
C 3.14 -2.26 2.75
N 3.48 -2.78 4.10
O 3.34 -3.97 4.29
O 3.87 -1.97 4.91
H 2.80 -3.09 2.14
H 2.35 -1.52 2.89
H 4.03 -1.79 2.34
C 3.89 -2.03 -6.45
N 5.01 -1.17 -6.92
O 4.99 0.00 -6.60
O 5.87 -1.71 -7.58
H 3.22 -1.42 -5.87
H 3.39 -2.45 -7.33
H 4.32 -2.83 -5.85
C 7.86 -1.19 -4.67
N 7.69 -1.17 -3.19
O 8.66 -1.35 -2.50
O 6.56 -0.97 -2.78
H 8.90 -1.38 -4.91
H 7.21 -1.98 -5.05
H 7.53 -0.22 -5.05
*
```

Results of the Mulliken charge analysis, in e, for atoms 1 through 8: atom 1 (C): -1.4714, atom 2 (C): 1.2756, atom 3 (N): -0.6083, atom 4 (C): -1.8812, atom 5 (C): 0.5560, atom 6 (C): -1.1275, atom 7 (C): -0.0989, atom 8 (N): 0.3004


Question: Look up the largest force on an atom of the second one.
Answer: 4.22 eV/Å


Question: What is the largest force on an atom in the sixth record?
Answer: 1.43 eV/Å


Question: Which value of largest force on an atom does entry 4 give?
Answer: 10.30 eV/Å